# C34H46N10O8P

A molecular structure, C34H46N10O8P in a non-equilibrium geometry (ωB97M-V/def2-TZVPD, the Open Molecules 2025 dataset).

XYZ file:
```
99
Properties=species:S:1:pos:R:3:forces:R:3:lowdin_charge:R:1
N -1.710444 -2.672616 0.296162 0.898 -4.213 0.812 -0.018
H 4.818556 -0.140616 0.028162 -0.849 -0.680 -0.091 0.110
C 2.354556 2.660384 -3.300838 3.039 -2.743 -1.008 -0.049
H 3.253556 -0.417616 -1.097838 0.116 -1.007 -0.201 0.040
C 1.539556 -3.859616 -3.393838 1.254 4.006 9.900 -0.010
N -1.076444 -1.936616 4.528162 -0.313 -0.429 1.673 -0.395
C 2.818556 -4.096616 -2.510838 -1.725 3.335 -1.573 -0.085
H -3.620444 -1.143616 2.612162 4.896 -4.200 5.571 -0.012
C 3.241556 -2.204616 2.467162 0.124 4.482 1.878 -0.132
H 1.047556 1.394384 -1.982838 -1.402 0.201 1.707 -0.071
N -2.337444 -0.503616 -2.405838 -0.747 0.306 1.243 -0.024
H 1.386556 -1.550616 -0.862838 -0.056 -0.856 -0.345 0.035
C -1.366444 6.262384 -2.263838 0.598 -4.737 0.694 -0.145
C 3.047556 0.059384 2.883162 2.364 -0.217 3.246 -0.150
H -2.589444 0.025384 0.725162 0.193 0.126 0.279 0.048
C -2.974444 -4.722616 0.556162 3.967 5.180 -0.584 -0.086
H -1.592444 -1.638616 0.288162 1.168 0.014 -0.316 0.027
H 0.399556 -3.458616 0.384162 -2.816 -0.737 0.204 0.110
C -2.958444 -3.131616 0.381162 -0.580 -4.900 -0.288 -0.122
H 1.585556 -0.579616 -2.966838 1.419 1.744 -1.939 0.123
C -4.450444 0.614384 0.165162 -9.339 -5.184 8.892 -0.131
C 4.039556 -1.966616 3.621162 -1.631 2.764 -1.521 -0.150
N 1.723556 1.448384 -2.722838 4.150 4.730 -5.555 -0.007
C 3.107556 0.667384 -4.460838 0.235 -0.106 1.386 -0.129
C -5.618444 -0.447616 2.040162 3.574 2.017 -4.677 -0.045
H -6.747444 0.941384 0.430162 -1.128 0.456 -0.422 -0.001
C 3.995556 -0.534616 3.959162 -4.179 -1.917 -6.047 -0.078
H 3.519556 -2.938616 -0.847838 5.474 1.173 5.912 -0.004
H 4.544556 -2.764616 4.091162 0.692 -0.522 0.609 0.041
C 3.910556 0.168384 -0.502838 1.161 2.822 -1.725 0.107
O 4.850556 2.344384 -0.980838 -1.834 -0.731 -0.800 -0.037
N 2.619556 -0.941616 2.074162 1.564 -0.357 0.168 -0.029
H -2.696444 2.935384 -2.700838 1.444 2.595 0.669 0.124
O 0.216556 1.395384 -0.935838 -1.346 0.277 1.646 -0.322
O 5.495556 0.776384 -2.176838 2.107 -2.392 -4.107 0.047
C 0.677556 2.689384 5.916162 1.396 -1.911 -1.266 -0.155
C -2.180444 3.969384 -2.442838 1.006 3.536 -1.064 -0.107
H 2.332556 3.734384 -2.855838 -0.229 -2.439 -0.644 0.090
H 0.135556 -2.373616 2.710162 -0.075 -1.591 0.780 0.079
C -4.161444 -0.699616 2.003162 -8.430 6.196 -5.801 -0.106
H 4.349556 0.047384 4.711162 1.165 1.184 2.202 0.005
H -1.305444 7.303384 -2.181838 -0.018 1.298 -0.256 0.022
C 2.891556 -3.011616 -1.533838 -8.638 -3.222 -8.247 -0.122
C -1.654444 -0.169616 -3.600838 -4.125 -1.870 -0.183 -0.076
H -3.861444 -5.309616 0.532162 -0.320 -0.364 0.154 0.020
N 1.643556 -2.345616 -1.541838 0.360 -2.848 -1.462 -0.024
C -0.480444 -1.669616 3.239162 2.757 3.290 -2.093 0.013
H 0.553556 1.704384 2.732162 -1.292 0.916 1.153 0.041
H 3.698556 -0.257616 -5.017838 -1.688 2.886 1.457 0.110
O 1.043556 -0.638616 0.173162 5.231 -5.303 -0.940 -0.258
O -0.459444 -1.807616 5.603162 -0.337 -0.103 -1.956 0.020
C -1.535444 -5.090616 0.616162 -0.553 5.207 -0.474 -0.100
H -1.084444 -6.079616 0.846162 -0.331 1.039 -0.403 0.047
H -0.272444 3.131384 -1.311838 -2.717 2.335 -1.832 0.237
N 4.661556 1.206384 -1.497838 0.592 2.057 5.663 -0.407
C 0.715556 -2.915616 -2.486838 14.315 -5.373 -0.769 -0.037
H -3.724444 -2.407616 0.106162 -0.242 -0.684 0.448 0.076
H -1.172444 -1.351616 2.476162 -0.925 -0.156 0.466 0.066
H 0.403556 4.978384 5.701162 -0.146 2.897 1.413 -0.007
C 0.400556 4.038384 5.350162 0.035 -9.397 -5.172 -0.075
H -4.149444 1.154384 -0.502838 3.028 5.865 -7.656 0.002
N -3.601444 0.034384 0.965162 -0.433 -2.057 1.944 0.014
C 3.444556 2.133384 -4.343838 -11.263 -6.321 6.313 -0.076
N -0.930444 4.102384 -1.828838 1.855 -5.386 2.374 -0.093
O -2.247444 -2.291616 4.495162 0.381 0.106 0.056 0.042
C -0.753444 -3.708616 0.438162 -1.127 -2.135 0.365 -0.099
H 3.382556 0.935384 -0.011838 -0.947 0.195 1.311 0.061
H 3.706556 -4.678616 -2.816838 -0.735 0.241 0.240 0.048
O -1.277444 -0.215616 0.154162 -2.536 -0.732 -0.650 -0.344
C -3.897444 -0.906616 -4.086838 -0.445 0.931 2.945 -0.143
H -0.064444 -2.441616 -2.510838 -8.852 4.526 -0.991 -0.022
O 0.266556 1.056384 1.570162 0.205 1.261 1.871 -0.257
C -0.406444 5.316384 -1.613838 -3.065 1.961 -2.298 -0.172
H 3.354556 -3.016616 1.826162 -0.566 -1.226 -0.998 0.050
H -3.350444 5.843384 -3.429838 1.917 -0.975 1.376 0.077
C 0.796556 1.530384 4.908162 -1.904 6.452 1.144 -0.101
H -0.587444 0.111384 -3.511838 -1.025 -0.164 -0.518 0.075
C 0.194556 3.591384 3.898162 1.704 -2.467 6.125 -0.112
C 2.062556 0.393384 -3.442838 1.544 -2.144 -0.661 -0.214
H 0.303556 -0.809616 3.158162 -1.509 -1.082 1.292 0.106
H -1.962444 -0.398616 -1.345838 -0.057 0.104 -2.587 0.128
H -2.447444 -0.327616 -5.748838 -0.231 -0.035 0.246 0.050
H 1.176556 -4.247616 -4.228838 -1.256 -2.106 -3.326 -0.017
H 4.130556 2.697384 -4.640838 5.676 4.424 -3.025 -0.048
H 2.759556 1.231384 2.838162 0.444 -3.364 -0.215 0.147
H -4.965444 -0.979616 -4.586838 2.560 -0.087 1.077 0.084
H -0.092444 4.228384 3.170162 -0.789 1.402 -2.687 0.035
H 1.047556 2.364384 6.881162 -0.269 0.791 0.540 0.026
H -6.297444 -0.745616 2.810162 -0.283 -0.238 0.057 0.031
H 0.575556 5.423384 -1.137838 -0.732 0.082 -0.223 0.094
P 0.078556 0.407384 0.265162 -2.699 6.607 -1.671 -0.015
H 1.952556 -0.652616 1.142162 0.621 -1.346 1.292 0.061
H -4.390444 -1.016616 -1.774838 0.031 -0.165 0.465 0.051
C -2.430444 5.432384 -2.831838 -0.232 -1.487 0.779 -0.150
C -2.683444 -0.455616 -4.695838 2.038 0.415 3.235 -0.149
C -5.892444 0.416384 0.722162 6.643 -2.356 2.606 -0.023
C -3.672444 -0.890616 -2.550838 2.086 0.723 -6.269 -0.112
H 1.080556 0.454384 4.992162 -0.442 1.336 -0.136 0.085
N 0.394556 2.208384 3.746162 1.378 0.570 -0.204 -0.049
```
Forces are in eV/Å.

Values from the calculation:
frontier orbital gap	0.25317	Ha
HOMO energy	-0.62	eV
net charge	-3
lowest unoccupied orbital energy	6.27	eV
M	753.8	g/mol